{
  "formula": "C28H44Cl5I2MoN4O2S3Si",
  "method": "the ωB97M-V functional and the def2-TZVPD basis",
  "elements": ["I", "I", "Mo", "Cl", "Cl", "Cl", "Cl", "Cl", "S", "S", "S", "Si", "O", "O", "N", "N", "N", "N", "C", "C", "C", "C", "C", "C", "C", "C", "C", "C", "C", "C", "C", "C", "C", "C", "C", "C", "C", "C", "C", "C", "C", "C", "C", "C", "C", "C", "H", "H", "H", "H", "H", "H", "H", "H", "H", "H", "H", "H", "H", "H", "H", "H", "H", "H", "H", "H", "H", "H", "H", "H", "H", "H", "H", "H", "H", "H", "H", "H", "H", "H", "H", "H", "H", "H", "H", "H", "H", "H", "H", "H"],
  "positions_angstrom": [[-2.5946, 0.9381, 2.6580], [-3.7581, -1.3498, 0.1438], [0.3589, -0.4792, 0.5708], [1.0342, 5.7072, -1.1031], [4.1931, 7.7434, 2.3963], [0.5370, 2.1927, -2.6641], [-1.2345, 1.2946, -0.4973], [-3.9139, 3.7457, -1.5631], [4.0236, 6.6946, 5.1783], [0.3484, -1.2702, -1.6156], [2.6608, -1.0280, 1.2793], [-0.6798, -3.1990, 2.5980], [0.9494, 6.9887, 1.6984], [-0.2608, -1.7708, 1.5121], [1.5307, 3.3689, 2.0919], [2.0103, -3.1634, -2.5665], [2.7401, -0.9820, -2.7371], [0.9309, 1.3376, 1.5369], [1.8149, 4.8073, 1.9866], [1.4863, 6.9761, 5.1853], [1.0679, -4.2454, -2.2167], [-2.6488, 4.3547, -0.5452], [1.9137, 7.4321, 3.9029], [1.5708, 2.6188, 3.2429], [-0.4309, 5.2168, -0.3127], [-4.2047, 0.2761, 1.4311], [3.2713, 7.3364, 3.7814], [-1.7589, 4.7944, 1.6184], [-1.0523, 1.5577, -2.2807], [1.8504, -1.8803, -2.3401], [1.0044, 7.9039, 2.8096], [-0.5486, 5.2207, 1.0788], [-2.8110, 4.3593, 0.8279], [-1.0718, -4.5059, 1.3591], [3.9271, -1.2785, -3.5635], [2.5131, 6.5522, 5.9717], [3.8193, 0.2801, 0.8237], [-1.4720, 4.7994, -1.1279], [1.1319, 2.5823, 1.0956], [0.1348, -4.5736, -3.3681], [0.5441, 5.6841, 2.0188], [3.5881, -1.4851, -5.0327], [1.2098, 1.3573, 2.8998], [3.4037, -2.4341, 0.4361], [0.9192, -3.4320, 3.4931], [-2.0755, -2.6563, 3.6574], [1.8500, 3.0467, 4.1917], [4.6045, -0.4357, -3.4387], [4.4981, -1.7108, -5.5866], [4.8101, -0.0714, 1.1072], [3.5781, 1.1654, 1.4048], [-1.8144, 2.2975, -2.5096], [-0.1974, -4.7760, 0.7646], [-2.9627, -2.4045, 3.0771], [-3.7463, 4.0461, 1.2708], [1.6765, -5.1064, -1.9424], [3.7818, 0.4852, -0.2439], [4.4354, -2.1448, -3.1325], [0.4572, 7.0084, 5.5172], [-1.8174, -1.8168, 4.3023], [-0.4914, -3.7182, -3.6234], [-1.8804, -4.1992, 0.6941], [2.4284, -0.0211, -2.6936], [-1.3663, 4.8432, -2.2038], [-5.0014, -0.0365, 2.0948], [2.7815, -3.4347, -3.1646], [1.7402, -3.7127, 2.8312], [2.4704, 6.2077, 6.9924], [-0.0042, 8.0623, 3.2008], [4.2599, -2.7492, 1.0306], [1.1201, 0.4825, 3.5219], [2.6713, -3.2380, 0.4030], [1.3552, 8.8362, 2.3726], [0.1325, 5.6436, 3.0340], [-1.4008, -5.4100, 1.8783], [-0.5137, -5.4025, -3.0877], [0.5164, -3.9267, -1.3338], [0.6919, -4.8762, -4.2547], [2.8892, -2.3082, -5.1886], [-2.3338, -3.5022, 4.3033], [3.1497, -0.5836, -5.4590], [3.7239, -2.1595, -0.5649], [2.3584, 4.9890, 1.0636], [-4.5090, 1.1143, 0.8156], [-1.2217, 0.6128, -2.7807], [2.4537, 5.0763, 2.8251], [1.2085, -2.5490, 4.0658], [1.0155, 2.9255, 0.0800], [-1.8884, 4.8179, 2.6943], [0.7974, -4.2500, 4.2090]],
  "forces_ev_per_a": [[0.0, 0.0, 0.0], [0.0, 0.0, 0.0], [0.0, -0.1, -0.1], [0.0, 0.0, 0.0], [0.0, 0.0, 0.0], [0.0, 0.0, 0.0], [0.0, 0.0, 0.0], [0.0, 0.0, 0.0], [0.0, 0.0, 0.0], [0.0, 0.0, 0.0], [0.0, 0.0, 0.0], [0.0, -0.1, -0.1], [0.0, 0.0, 0.0], [-0.1, 0.2, 0.1], [0.0, 0.0, 0.0], [0.0, 0.0, 0.0], [0.0, 0.0, 0.0], [0.0, -0.1, 0.0], [0.0, 0.0, 0.0], [0.0, 0.0, 0.0], [0.0, 0.0, 0.0], [0.0, 0.0, 0.0], [0.0, 0.0, 0.0], [-0.1, 0.0, 0.0], [0.0, 0.0, 0.0], [0.0, 0.0, 0.0], [0.0, 0.0, 0.0], [0.0, 0.0, 0.0], [0.0, 0.0, -0.1], [0.0, 0.0, 0.0], [0.0, 0.0, 0.0], [0.0, 0.0, 0.0], [0.0, 0.0, 0.0], [0.0, 0.0, 0.0], [0.0, 0.0, 0.0], [0.0, 0.0, 0.0], [0.0, 0.0, 0.0], [0.0, 0.0, 0.0], [0.0, 0.0, 0.0], [0.0, 0.0, 0.0], [0.0, 0.0, 0.0], [0.0, 0.0, 0.0], [0.0, 0.0, 0.0], [0.0, 0.0, 0.0], [0.0, 0.0, 0.0], [0.0, 0.0, 0.0], [0.0, 0.0, 0.0], [0.0, 0.0, 0.0], [0.0, 0.0, 0.0], [0.0, 0.0, 0.0], [0.0, 0.0, 0.0], [0.0, 0.0, 0.0], [0.0, 0.0, 0.0], [0.0, 0.0, 0.0], [0.0, 0.0, 0.0], [0.0, 0.0, 0.0], [0.0, 0.0, 0.0], [0.0, 0.0, 0.0], [0.0, 0.0, 0.0], [0.0, 0.0, 0.0], [0.0, 0.0, 0.0], [0.0, 0.0, 0.0], [0.0, 0.0, 0.0], [0.0, 0.0, 0.0], [0.0, 0.0, 0.0], [0.0, 0.0, 0.0], [0.0, 0.0, 0.0], [0.0, 0.0, 0.0], [0.0, 0.0, 0.0], [0.0, 0.0, 0.0], [0.0, 0.0, 0.0], [0.0, 0.0, 0.0], [0.0, 0.0, 0.0], [0.0, 0.0, 0.0], [0.0, 0.0, 0.0], [0.0, 0.0, 0.0], [0.0, 0.0, 0.0], [0.0, 0.0, 0.0], [0.0, 0.0, 0.0], [0.0, 0.0, 0.0], [0.0, 0.0, 0.0], [0.0, 0.0, 0.0], [0.0, 0.0, 0.0], [0.0, 0.0, 0.0], [0.0, 0.0, 0.0], [0.0, 0.0, 0.0], [0.0, 0.0, 0.0], [0.0, 0.0, 0.0], [0.0, 0.0, 0.0], [0.0, 0.0, 0.0]],
  "lowdin_charge": [0.839, 0.805, 1.020, 0.791, 0.708, 0.615, 0.506, 0.737, 1.031, 0.660, 0.811, 0.468, -0.113, -0.569, -0.011, 0.057, 0.021, -0.205, -0.033, -0.146, -0.227, -0.679, -0.347, 0.013, -0.578, -1.095, -0.995, -0.018, -0.882, -0.676, -0.117, -0.176, -0.117, -0.139, -0.199, -0.396, -0.285, -0.150, -0.159, -0.051, -0.292, -0.050, -0.153, -0.308, -0.146, -0.173, 0.151, 0.131, 0.099, 0.074, 0.038, 0.003, 0.029, 0.004, 0.110, 0.134, 0.049, 0.121, 0.119, 0.025, 0.077, 0.030, 0.093, 0.112, -0.021, 0.151, 0.030, 0.075, 0.139, 0.074, 0.112, 0.045, 0.138, 0.148, 0.065, 0.095, 0.067, 0.091, 0.076, 0.066, 0.091, 0.031, 0.109, -0.040, 0.012, 0.123, 0.045, 0.092, 0.127, 0.065],
  "e_lumo_ev": -9.4783,
  "charge": 3,
  "e_above_lowest_ev": 0.218
}


{
  "formula": "C5H10O",
  "method": "the ωB97M-V functional and the def2-TZVPD basis",
  "elements": ["O", "C", "C", "C", "C", "C", "H", "H", "H", "H", "H", "H", "H", "H", "H", "H"],
  "positions_angstrom": [[0.6225, -0.9476, 0.6085], [1.9104, -0.9304, 0.0027], [-1.6659, -1.3236, -0.3239], [-0.3430, 1.6122, 0.7471], [-0.5956, -0.5540, -0.4059], [-0.4864, 0.9161, -0.5983], [0.4034, 1.1330, -1.1978], [2.4487, -1.8311, 0.3082], [2.4421, -0.0229, 0.3078], [-2.6690, -0.9456, -0.5003], [0.0069, 2.6378, 0.6180], [0.3320, 0.6729, 1.3087], [-1.3081, 1.6493, 1.2616], [-1.4216, 1.2033, -1.1101], [1.8987, -0.9353, -1.0934], [-1.5751, -2.3340, 0.0670]],
  "forces_ev_per_a": [[-2.3, -0.7, -3.3], [-0.1, 0.1, -0.2], [0.4, -0.4, 0.2], [1.0, -2.8, 1.4], [2.1, 0.0, 3.9], [-0.7, 0.0, -0.8], [-0.3, 0.1, -0.3], [0.1, 0.2, 0.2], [0.2, -0.1, 0.1], [0.3, 0.0, -0.6], [0.5, -0.3, 0.4], [-1.5, 3.8, -0.9], [0.1, 0.0, 0.0], [0.6, 0.2, -0.2], [-0.3, 0.0, 0.1], [0.0, 0.2, 0.0]],
  "lowdin_charge": [-0.242, -0.138, 0.072, -0.101, -0.232, -0.255, 0.107, 0.082, 0.081, 0.074, 0.061, 0.153, 0.063, 0.117, 0.085, 0.072],
  "smiles": "C=C(CC)OC",
  "e_lumo_ev": 0.9968,
  "charge": 0,
  "e_above_lowest_ev": 3.164
}